C2H7N3O as an isolated structure, computed with ωB97M-V/def2-TZVPD.

```
13
Properties=species:S:1:pos:R:3:forces:R:3
C 1.14126 1.43084 0.11411 -6.20 -2.06 1.87
C -0.33871 -0.57565 -0.08638 1.59 1.13 -1.45
H 1.99603 1.94355 -0.28212 0.14 0.15 0.14
H -0.14552 1.79267 -0.20223 4.48 -0.56 0.24
H 0.84224 1.32559 1.22474 1.68 1.28 -1.01
H 2.48168 -0.82178 -0.60706 -0.43 -1.68 2.60
H -0.55823 -1.72692 -0.08603 1.00 2.27 0.36
H -2.62138 -1.08857 0.45691 0.71 1.12 -0.74
H -3.02826 0.45532 0.57775 -0.92 1.77 0.83
N 1.00084 -0.00028 -0.28196 -1.94 -1.75 -0.74
N -1.25614 0.30003 -0.19954 1.10 -0.95 1.49
N -2.48759 -0.13249 0.02971 -2.61 -3.26 -0.59
O 1.92730 -1.02273 0.23927 1.39 2.54 -2.98
```
Forces are in eV/Å.

## Properties
frontier orbital gap = 8.77 eV
LUMO = 0.9 eV
molar mass = 89.10 u
total charge = 0
energy above the lowest of the compared OMol25 structures with the same formula, charge and spin = 150.93 kcal per mole
E_HOMO = -7.8 eV
calculated total energy = -8699.7321 eV

Mulliken population analysis, charges in e, atoms 1 to 6:
1 C -0.83
2 C -0.11
3 H 0.32
4 H 0.33
5 H 0.31
6 H 0.40